276
Properties=species:S:1:pos:R:3:forces:R:3:lowdin_charge:R:1 method="wB97M-V/def2-TZVPD" orbital_gap_ha=0.3027 lumo_ev=0.274 e_above_lowest_kcal_mol=101.9 energy_ha=-4460.17618
C 1.4135 -1.2621 3.7935 -0.5 -0.1 1.5 -0.01
C 0.7510 -0.4455 4.9667 0.2 -1.0 1.3 -0.45
C 0.2544 -1.4231 6.1342 0.8 -1.1 -0.6 -0.13
C 1.3899 -2.1142 6.9071 0.1 2.0 -0.3 -0.17
C 2.2178 -0.9284 7.4863 1.1 -1.1 0.7 -0.14
C 2.8001 0.1422 6.5418 -1.9 0.2 0.1 -0.49
N 1.6933 0.5174 5.5902 -0.8 -0.5 1.5 -0.11
O 2.0507 1.5663 4.7296 0.1 0.0 -0.1 -0.02
C 3.2020 1.3799 7.4316 -0.6 0.1 -1.5 -0.02
C 3.9851 -0.4083 5.8247 1.4 -0.4 -0.5 -0.04
C -0.5217 0.2249 4.4513 0.9 0.6 -0.2 -0.04
H 1.8650 -0.6544 3.0094 -0.1 0.2 0.2 0.07
H 0.6510 -1.9213 3.3788 0.1 0.0 -0.2 0.06
H 2.1709 -1.8796 4.2764 0.2 -0.1 -0.4 0.06
H -0.3807 -1.0036 6.9144 -0.1 0.8 -0.5 0.12
H -0.3328 -2.2143 5.6681 -0.3 0.1 -0.3 0.11
H 1.9344 -2.7809 6.2384 0.4 0.1 0.1 0.09
H 1.0347 -2.7127 7.7460 -0.2 0.0 -0.1 0.11
H 3.0864 -1.3563 7.9868 0.4 -0.2 -0.1 0.11
H 1.7404 -0.4853 8.3603 -0.8 0.3 -0.4 0.11
H 3.7248 2.1024 6.8048 0.3 -0.1 -0.1 0.07
H 2.3040 1.9180 7.7352 -0.1 -0.3 0.4 0.08
H 3.8416 1.1495 8.2836 -0.2 -0.3 -0.1 0.08
H 3.9432 -1.4890 5.6891 -0.1 -0.1 0.0 0.08
H 4.1614 0.0142 4.8355 -0.3 0.3 0.0 0.08
H 4.8941 -0.2008 6.3893 0.1 -0.1 0.1 0.09
H -1.1836 -0.5218 4.0127 0.1 0.1 -0.1 0.07
H -0.1677 0.9342 3.7032 -0.5 0.1 -0.3 0.06
H -1.0720 0.7715 5.2172 0.1 0.0 0.2 0.09
H 1.5626 2.2553 5.1865 0.2 0.7 -0.5 0.10
C 7.7526 4.4230 0.6024 -0.9 1.0 0.9 -0.04
C 6.5007 3.5319 0.5241 -0.2 -0.6 -1.3 -0.46
C 6.7295 2.3481 1.5379 0.5 0.4 -1.1 -0.13
C 5.5728 1.4136 1.8188 -0.3 1.0 -0.4 -0.18
C 4.3788 2.2961 2.2056 0.3 -0.8 -0.4 -0.13
C 4.0450 3.4237 1.1781 -1.5 -0.1 0.2 -0.46
N 5.2380 4.2095 0.8596 1.2 -0.8 2.4 -0.13
O 5.0292 5.4336 0.2307 -0.2 -0.1 -0.8 0.00
C 3.2776 2.9778 -0.1027 0.9 -0.5 -0.1 -0.01
C 3.0268 4.2853 1.9949 1.3 0.4 -0.9 -0.03
C 6.4406 3.0342 -0.9725 0.9 -1.4 1.1 -0.03
H 8.6673 3.9274 0.9278 -0.2 -0.5 -0.4 0.08
H 7.5700 5.1476 1.3959 0.1 0.3 0.1 0.08
H 7.9182 4.9700 -0.3258 0.1 -0.1 0.1 0.08
H 7.5608 1.8199 1.0710 0.2 -0.3 0.2 0.11
H 7.1069 2.7548 2.4762 -0.1 0.2 0.1 0.12
H 5.8567 0.6885 2.5815 -0.1 0.1 0.2 0.10
H 5.3203 0.8368 0.9291 -0.1 -0.1 -0.2 0.10
H 4.5154 2.7347 3.1941 0.4 0.3 -0.1 0.11
H 3.5337 1.6338 2.3936 -0.5 0.2 -0.5 0.10
H 2.5239 2.2074 0.0604 -0.5 0.5 0.4 0.06
H 2.9095 3.8917 -0.5691 -0.5 -0.2 0.0 0.09
H 3.8944 2.4949 -0.8606 0.5 0.1 0.1 0.05
H 3.6275 4.6559 2.8256 -0.6 0.0 0.5 0.09
H 2.7221 5.1622 1.4237 -0.2 -0.1 -0.1 0.08
H 2.1586 3.6775 2.2497 0.2 0.1 0.3 0.07
H 5.8941 3.6713 -1.6679 -0.2 -0.2 0.3 0.09
H 6.1406 1.9895 -0.8897 -1.1 0.0 -0.6 0.05
H 7.4351 2.8402 -1.3744 0.4 0.7 0.0 0.07
H 5.4122 6.0652 0.8439 -0.1 0.2 0.1 0.10
C 7.0256 -2.0263 1.2437 1.0 -0.2 0.0 -0.03
C 6.4458 -3.2813 0.5468 -0.1 -0.1 -0.2 -0.44
C 5.0862 -2.8934 -0.0486 -0.5 0.5 -0.7 -0.15
C 5.1612 -1.9863 -1.2908 0.4 0.1 0.4 -0.18
C 5.9473 -2.6057 -2.4290 0.6 0.1 0.9 -0.13
C 7.4074 -3.0498 -1.9381 -1.3 -0.3 -1.4 -0.44
N 7.3202 -3.7529 -0.6050 -0.7 0.1 0.5 -0.07
O 8.5978 -4.1232 -0.1066 -0.4 -0.2 -0.5 -0.02
C 7.8193 -4.1106 -3.0109 0.3 -0.5 0.0 -0.05
C 8.3595 -1.8320 -2.0896 -0.2 -0.5 0.6 -0.03
C 6.2404 -4.4233 1.6467 0.4 0.3 -0.7 -0.01
H 7.3920 -1.2731 0.5462 -0.6 0.2 -0.3 0.07
H 7.9603 -2.2485 1.7585 0.0 -0.4 0.4 0.08
H 6.3663 -1.5657 1.9794 -0.2 -0.1 -0.2 0.08
H 4.4767 -3.7619 -0.2982 0.1 -0.3 0.0 0.11
H 4.5260 -2.3036 0.6769 0.0 -0.3 0.4 0.10
H 5.6392 -1.0574 -0.9795 0.3 0.2 0.0 0.09
H 4.1777 -1.6476 -1.6164 -0.2 -0.3 0.0 0.09
H 6.0233 -1.8680 -3.2278 0.5 0.1 -0.1 0.11
H 5.3812 -3.4101 -2.8986 0.2 -0.4 0.4 0.11
H 8.7530 -4.6570 -2.8779 0.2 0.3 0.7 0.08
H 7.0726 -4.8989 -3.1064 -0.2 0.1 0.3 0.08
H 7.9471 -3.7094 -4.0163 -0.3 0.6 0.0 0.08
H 8.0847 -0.9133 -1.5715 -0.3 -0.2 0.4 0.06
H 9.3336 -2.1589 -1.7260 0.3 0.3 -0.3 0.08
H 8.3803 -1.5340 -3.1379 0.3 -0.3 0.0 0.08
H 7.1704 -4.6506 2.1677 0.1 0.3 0.0 0.07
H 5.8701 -5.3931 1.3142 0.1 0.1 -0.8 0.06
H 5.4868 -4.1599 2.3888 0.1 0.7 0.1 0.07
H 9.0677 -3.3204 0.1309 0.2 0.5 0.1 0.07
C -4.7939 7.4535 -1.2842 -0.7 -0.1 -1.4 -0.04
C -3.4309 6.9378 -0.8301 0.1 -1.0 1.2 -0.49
C -3.5905 5.4451 -0.3190 -0.4 -0.4 -0.7 -0.11
C -3.3973 4.3563 -1.3987 0.9 1.0 0.9 -0.16
C -2.1069 4.5869 -2.1638 -1.1 -0.8 -1.2 -0.15
C -2.0661 5.9568 -2.8490 0.8 -0.2 0.5 -0.46
N -2.3301 7.0063 -1.7962 0.8 -1.3 -0.3 -0.09
O -2.1617 8.3174 -2.2967 -0.2 -0.1 -0.1 -0.01
C -0.6065 6.0993 -3.4059 -0.4 1.0 0.1 -0.03
C -3.0892 6.0101 -3.9781 -0.6 0.1 -0.4 -0.03
C -3.0293 7.7348 0.3917 0.2 1.4 1.7 -0.07
H -5.1751 6.7831 -2.0544 -0.1 0.0 -0.1 0.07
H -4.7969 8.4456 -1.7356 0.6 0.1 -0.1 0.08
H -5.6051 7.5159 -0.5588 0.5 -0.3 0.6 0.09
H -2.9705 5.2322 0.5519 0.5 0.2 -0.2 0.10
H -4.5987 5.2808 0.0612 -0.3 0.5 0.1 0.10
H -4.2210 4.3944 -2.1116 -0.1 -0.2 0.1 0.11
H -3.3214 3.3707 -0.9394 -0.4 -0.1 0.1 0.09
H -2.2280 3.8675 -2.9738 0.4 -0.1 -0.5 0.10
H -1.1793 4.2377 -1.7102 0.0 0.7 0.6 0.11
H 0.1754 6.0330 -2.6494 -0.3 0.4 0.5 0.08
H -0.2402 5.3673 -4.1255 -0.9 -0.3 -0.3 0.08
H -0.5712 7.0762 -3.8881 0.4 0.0 -0.1 0.07
H -4.0956 5.8174 -3.6065 0.0 0.1 0.1 0.06
H -3.1429 6.9741 -4.4839 0.3 0.2 0.2 0.09
H -2.9464 5.2674 -4.7630 0.4 -0.1 0.1 0.08
H -2.0192 7.7042 0.8003 0.5 -0.8 -0.8 0.08
H -3.5857 7.4802 1.2938 -0.6 -0.4 -0.2 0.08
H -3.1748 8.8130 0.3266 -0.3 0.1 -0.6 0.08
H -1.3278 8.5535 -1.8838 0.1 0.4 -0.1 0.10
C -9.4364 1.0201 3.4623 0.8 0.7 -1.3 -0.03
C -8.6911 0.4275 2.2062 -0.6 -1.3 0.8 -0.40
C -9.2533 1.0363 0.8356 0.7 1.0 1.7 -0.12
C -8.6232 2.4231 0.5600 0.7 -1.1 0.6 -0.16
C -7.0750 2.2956 0.6987 -1.2 0.6 -0.6 -0.14
C -6.4790 1.8547 2.0151 -2.3 -0.5 1.0 -0.52
N -7.1668 0.5772 2.3395 -1.9 0.1 -3.0 -0.12
O -6.5925 -0.1280 3.3538 -0.1 -0.1 1.9 -0.02
C -5.0436 1.5470 1.7733 0.8 -0.2 -0.3 -0.05
C -6.7061 2.9380 3.0989 -0.5 0.1 0.3 -0.01
C -9.0960 -1.0975 2.1110 1.5 0.3 0.4 -0.05
H -9.0947 2.0551 3.4508 -0.5 0.2 0.5 0.05
H -9.1750 0.5891 4.4287 0.2 -0.3 -0.3 0.08
H -10.5178 0.9790 3.3323 0.0 0.0 0.0 0.08
H -9.1175 0.3280 0.0183 0.3 0.1 0.0 0.11
H -10.3228 1.1686 0.9989 -0.1 -0.2 -0.1 0.11
H -9.0100 3.1596 1.2643 0.0 0.0 0.1 0.10
H -8.8720 2.8013 -0.4315 0.1 -0.1 -0.1 0.11
H -6.7047 3.3014 0.5005 0.6 -0.1 -0.5 0.12
H -6.7548 1.5265 -0.0042 0.2 0.4 -0.5 0.11
H -4.5359 1.1800 2.6653 0.2 0.5 0.1 0.09
H -4.9180 0.7636 1.0260 -0.3 -0.2 -0.1 0.08
H -4.5988 2.4325 1.3192 0.4 0.0 0.4 0.07
H -7.6338 3.5018 3.0016 -0.2 0.0 -0.7 0.06
H -6.9047 2.4881 4.0716 0.9 -0.1 0.2 0.09
H -5.9471 3.7200 3.1209 0.3 -0.3 0.2 0.06
H -8.5348 -1.4883 1.2622 -0.4 -0.3 -0.2 0.07
H -10.1578 -1.3417 2.0785 -0.1 0.7 -0.6 0.08
H -8.7775 -1.6918 2.9675 0.4 0.3 0.3 0.07
H -6.0777 -0.8365 2.9606 -0.1 0.0 -0.2 0.03
C -1.6497 0.7326 0.6115 -1.2 0.2 -0.1 -0.02
C -0.6873 0.1102 -0.3767 2.0 0.2 0.1 -0.48
C 0.4712 -0.4166 0.5064 1.2 -1.1 0.3 -0.13
C 1.5433 -1.3413 -0.1754 -2.9 1.3 -0.6 -0.13
C 0.7275 -2.4036 -0.9202 2.1 -1.6 0.3 -0.15
C -0.3988 -2.0113 -1.8430 -0.6 0.1 -0.1 -0.50
N -1.1866 -1.0189 -1.1676 -1.7 0.5 1.1 -0.08
O -2.3109 -0.7133 -1.9888 0.9 1.4 -0.2 -0.02
C 0.1750 -1.6298 -3.2322 -0.2 -0.3 0.3 -0.01
C -1.3675 -3.2195 -1.9640 0.7 -0.5 -0.2 -0.02
C -0.1128 1.2421 -1.2367 -0.3 -0.1 -0.3 -0.02
H -2.2070 1.5132 0.0937 -0.4 0.0 0.1 0.07
H -1.1668 1.2252 1.4554 0.5 0.0 -0.2 0.06
H -2.3486 0.0419 1.0833 -0.1 -0.3 -0.3 0.08
H 0.9916 0.3733 1.0480 -0.2 0.6 -0.3 0.10
H 0.0557 -0.9878 1.3366 -0.3 -0.3 -0.1 0.09
H 2.2228 -1.7437 0.5759 0.1 -0.1 -0.3 0.09
H 2.0311 -0.7942 -0.9821 0.6 0.3 0.4 0.09
H 0.4621 -3.2202 -0.2488 -0.6 0.2 0.3 0.10
H 1.4897 -2.8740 -1.5414 0.0 -0.5 -0.4 0.11
H 0.9386 -0.8553 -3.1608 0.0 0.1 0.0 0.06
H 0.6561 -2.5232 -3.6302 0.1 -0.1 -0.1 0.07
H -0.6001 -1.3292 -3.9372 0.0 0.1 0.2 0.07
H -0.7575 -4.0855 -2.2207 0.0 -0.3 0.0 0.08
H -1.8448 -3.3921 -0.9994 0.1 0.0 0.1 0.07
H -2.1724 -3.1643 -2.6970 0.2 0.4 -0.2 0.09
H 0.3792 2.0119 -0.6421 0.2 -0.2 0.1 0.08
H -0.9084 1.7641 -1.7684 -0.1 -0.2 -0.2 0.06
H 0.5685 0.7867 -1.9555 0.2 0.4 0.0 0.06
H -3.0372 -1.2669 -1.6926 -0.5 -0.4 0.5 0.04
C 2.0379 -4.5620 1.8566 0.3 -0.4 0.1 -0.04
C 1.7585 -5.8896 1.1441 0.8 1.4 -0.9 -0.52
C 2.9395 -6.8132 1.3134 0.0 -0.5 -0.4 -0.04
O 0.5977 -6.4501 1.6277 -1.7 -0.9 0.8 -0.04
H 2.3352 -4.8288 2.8708 -0.3 0.2 0.4 0.08
H 1.1655 -3.9086 1.8490 0.0 0.0 0.1 0.06
H 2.9031 -4.0297 1.4614 -0.1 0.0 -0.3 0.06
H 1.4898 -5.6586 0.1133 0.5 -0.2 -0.3 0.14
H 3.8061 -6.4265 0.7772 0.2 0.2 0.6 0.07
H 2.8300 -7.8343 0.9480 -0.6 0.1 -0.3 0.08
H 3.0547 -6.9444 2.3893 0.7 0.3 0.1 0.09
H 0.7065 -6.6143 2.5673 -0.1 -0.1 0.3 0.11
C 3.4888 1.1160 -3.8843 0.9 -0.6 0.5 -0.06
C 4.0270 0.6956 -5.2424 -1.1 0.3 -0.1 -0.45
C 3.6510 -0.7481 -5.7308 1.0 1.5 -0.3 -0.04
O 3.4508 1.6605 -6.1230 -0.2 -0.4 -1.3 -0.07
H 3.8946 2.1074 -3.6830 -0.2 0.2 0.1 0.08
H 3.9145 0.4847 -3.1044 -0.2 -0.2 0.3 0.06
H 2.4013 1.1529 -3.8212 0.0 -0.2 -0.1 0.07
H 5.1024 0.8721 -5.2648 0.3 -0.5 0.2 0.13
H 3.7144 -1.4427 -4.8933 -0.5 -0.1 -0.1 0.07
H 4.3585 -1.0839 -6.4890 0.5 0.1 0.2 0.06
H 2.7458 -0.7191 -6.3375 -0.6 -0.1 0.8 0.08
H 3.6358 2.5425 -5.7921 0.1 0.0 0.1 0.08
C -2.1490 -8.2838 -0.3141 -0.6 0.3 -0.5 -0.04
C -2.4035 -6.7601 -0.5135 0.7 -0.9 1.0 -0.45
C -3.7623 -6.4538 -1.0978 -0.1 -0.5 0.1 -0.05
O -2.2840 -6.1616 0.7853 -0.7 0.4 -0.2 -0.08
H -1.2192 -8.5373 0.1952 0.4 0.4 -0.5 0.07
H -2.2653 -8.7790 -1.2781 0.4 -0.2 0.0 0.08
H -2.8713 -8.7665 0.3442 -0.6 0.5 0.0 0.08
H -1.6292 -6.3051 -1.1311 0.1 -0.2 -0.3 0.12
H -4.5158 -6.8932 -0.4441 -0.2 0.1 0.0 0.10
H -3.8545 -6.9295 -2.0742 0.0 0.0 0.0 0.09
H -3.9674 -5.3930 -1.2422 0.2 0.0 0.2 0.06
H -1.3779 -6.2753 1.0814 0.5 0.0 0.1 0.05
C -5.8449 -0.7117 -2.5666 0.5 -0.1 0.1 -0.03
C -5.8065 -2.1077 -1.9323 -0.3 0.4 -0.1 -0.45
C -6.0330 -3.2984 -2.8901 -0.1 0.2 0.9 -0.03
O -4.5634 -2.2598 -1.2759 1.4 0.7 -0.6 -0.08
H -5.8209 0.0468 -1.7841 -0.2 0.0 0.1 0.06
H -6.7268 -0.5506 -3.1866 0.0 -0.1 0.0 0.08
H -4.9504 -0.4997 -3.1523 0.0 -0.3 -0.3 0.07
H -6.5373 -2.0450 -1.1260 -0.6 -0.6 -0.2 0.13
H -5.4061 -3.3139 -3.7816 0.1 0.4 0.0 0.08
H -7.0790 -3.3928 -3.1819 0.0 0.1 -0.1 0.08
H -5.7596 -4.1784 -2.3079 -0.2 -0.2 -0.1 0.06
H -4.5440 -2.7361 -0.4426 -0.5 -0.5 0.3 0.06
C -2.7786 0.8737 -5.3474 -0.7 -1.8 2.5 -0.06
C -1.7525 1.8698 -5.6087 1.9 1.0 -0.1 -0.53
C -0.3657 1.7504 -4.9331 -0.9 -0.2 1.5 -0.03
O -1.4216 1.8360 -6.9440 -0.2 0.8 -2.9 -0.04
H -2.9311 0.9023 -4.2685 -0.2 -0.2 0.4 0.07
H -2.4099 -0.1388 -5.5116 -0.1 -0.2 -0.4 0.09
H -3.7771 1.0236 -5.7580 0.4 0.2 -0.6 0.09
H -2.2285 2.8170 -5.3550 0.4 0.5 -0.3 0.13
H 0.3160 2.5868 -5.0873 -0.6 0.4 -0.2 0.08
H 0.2362 0.9158 -5.2924 -0.4 -0.5 -0.1 0.07
H -0.5425 1.6290 -3.8644 0.5 -0.1 0.2 0.05
H -0.9684 1.0033 -7.0948 0.0 0.0 -0.2 0.09
C -2.2881 -3.0167 1.9333 2.0 0.4 -0.3 -0.05
C -3.6618 -3.4883 2.2181 -0.4 0.3 0.5 -0.49
C -4.6270 -2.3646 2.5829 0.2 -0.6 0.2 -0.03
O -4.1838 -4.1383 1.0993 -0.9 0.2 -0.9 -0.05
H -1.7569 -2.5589 2.7678 -0.4 0.2 0.4 0.07
H -2.2099 -2.3174 1.1009 -0.4 0.2 -0.1 0.07
H -1.6014 -3.8172 1.6580 -0.2 -0.4 -0.1 0.07
H -3.6525 -4.1833 3.0577 0.2 -0.2 0.2 0.14
H -5.1789 -2.0200 1.7084 0.2 0.1 -0.2 0.08
H -4.0547 -1.5555 3.0368 -0.3 0.1 0.2 0.09
H -5.3552 -2.7987 3.2679 -0.1 0.4 0.2 0.09
H -3.5192 -4.7576 0.7891 0.4 -0.6 0.0 0.03
C 3.5875 -4.0496 -7.1353 -0.8 -0.6 -0.2 -0.05
C 2.3808 -4.8191 -6.5163 -0.2 2.1 -0.1 -0.47
C 1.1367 -3.9167 -6.6680 0.1 -0.7 -0.7 -0.07
O 2.0904 -6.0548 -7.1790 0.2 0.5 0.7 -0.04
H 4.5763 -4.3175 -6.7630 -0.1 0.0 0.2 0.07
H 3.3836 -2.9852 -7.0187 0.4 -0.1 0.2 0.03
H 3.5709 -4.2413 -8.2082 0.0 -0.1 -0.1 0.08
H 2.4784 -4.8213 -5.4307 0.5 -1.1 0.2 0.12
H 0.2751 -4.4632 -6.2843 -0.1 0.1 -0.2 0.08
H 1.0537 -3.7273 -7.7382 -0.5 0.0 -0.1 0.08
H 1.1732 -2.9458 -6.1739 0.4 -0.1 0.2 0.06
H 2.4836 -6.7804 -6.6886 0.1 0.0 0.0 0.09
C -0.8420 3.9626 2.8602 -0.6 0.0 -0.2 -0.02
C -1.9485 4.7778 3.5463 -1.5 -0.5 -0.4 -0.49
C -3.3154 4.0791 3.6618 -0.4 -0.3 -0.3 -0.06
O -1.5439 5.0940 4.8211 1.4 0.7 2.2 -0.04
H 0.0191 4.5432 2.5292 -0.2 0.3 0.1 0.07
H -1.2623 3.4461 1.9973 0.1 0.0 -0.2 0.06
H -0.4572 3.2039 3.5417 -0.2 0.0 0.1 0.06
H -2.1765 5.7352 3.0776 0.4 0.0 -0.8 0.12
H -4.1064 4.6724 4.1204 0.4 0.9 0.1 0.08
H -3.3177 3.2231 4.3366 0.5 -0.5 -0.3 0.09
H -3.7791 3.8142 2.7116 0.5 -0.3 -0.1 0.04
H -2.1877 4.8623 5.4944 -0.1 0.0 -0.2 0.09